The following is a quantum chemistry calculation of a structure of composition C19H19N7O4OsP, from OMol25.

Values from the calculation:
⟨S²⟩ = 6.039
HOMO-LUMO gap (spin up / spin down) = 7.977 / 4.209 eV
E_HOMO (spin up / spin down) = -17.8 / -17.8 eV
ΔE to the lowest compared entry with this formula, charge and spin = 0.0 kcal per mole

```
! RIJCOSX wB97M-V def2-TZVPD def2/J DEFGRID3
* xyz 3 5
Os 0.85 0.35 0.64
O 5.30 -2.54 3.25
C 5.71 -1.69 2.33
O 6.85 -1.52 2.02
C 4.67 -0.87 1.59
C 5.08 0.06 0.62
N 3.99 0.64 0.12
N 2.87 0.14 0.69
C 3.30 -0.79 1.58
C 2.23 -1.51 2.32
O 2.42 -2.33 3.15
O 0.99 -1.14 1.91
H 4.34 -2.57 3.36
H 6.08 0.31 0.29
H 3.95 1.30 -0.65
C -2.04 -0.97 2.25
P -1.46 -0.35 0.65
C -1.08 -1.66 -0.49
C -0.42 -1.30 -1.68
C 0.06 -2.29 -2.53
C -0.12 -3.63 -2.19
C -0.77 -3.98 -1.02
C -1.25 -3.01 -0.15
C -2.86 0.65 0.04
C -3.34 1.72 0.87
C -4.51 2.35 0.57
C -5.22 1.96 -0.60
C -4.72 0.93 -1.45
C -3.54 0.31 -1.15
H -2.99 -1.49 2.13
H -2.17 -0.15 2.95
H -1.28 -1.65 2.63
H -0.34 -0.26 -1.98
H 0.56 -2.02 -3.45
H 0.25 -4.40 -2.85
H -0.91 -5.03 -0.77
H -1.74 -3.30 0.77
H -2.78 2.00 1.75
H -4.91 3.13 1.20
H -6.14 2.46 -0.86
H -5.30 0.65 -2.32
H -3.16 -0.49 -1.78
N -0.69 4.31 -2.62
N 0.06 3.62 -1.75
N 1.13 4.16 -1.20
C 1.54 3.20 -0.39
N 0.73 2.13 -0.47
N -0.24 2.43 -1.35
H -0.17 5.10 -2.98
H -1.17 3.71 -3.28
H 2.39 3.30 0.27
*
```

Mulliken atomic charge list, values in e, 4 entries: Os 0.72; O -0.45; C 0.50; O -0.48

The following is a quantum chemistry calculation of the molecule C19H19NO2, from OMol25.

Values from the calculation:
HOMO-LUMO gap = 8.566 eV
E_HOMO = -8.1 eV
SMILES string = COc1ccccc1/C=C/C(=O)Nc1ccc2c(c1)CCC2
ΔE to the lowest compared entry with this formula, charge and spin = 41.1 kcal per mole

```
! RIJCOSX wB97M-V def2-TZVPD def2/J DEFGRID3
* xyz 0 1
C 3.69 0.39 -3.27
O 2.83 0.14 -2.18
C 1.82 -0.76 -2.32
C 1.51 -1.38 -3.52
C 0.47 -2.29 -3.61
C -0.27 -2.61 -2.49
C 0.04 -2.01 -1.28
C 1.07 -1.07 -1.16
C 1.28 -0.48 0.15
C 1.94 0.64 0.45
C 2.09 1.13 1.84
O 3.15 1.52 2.28
N 0.98 1.09 2.65
C -0.36 0.84 2.33
C -1.14 0.15 3.24
C -2.47 -0.15 2.96
C -3.00 0.26 1.75
C -2.23 0.98 0.85
C -0.92 1.30 1.14
C -3.02 1.33 -0.37
C -4.22 0.37 -0.29
C -4.39 0.06 1.21
H 4.17 -0.53 -3.62
H 3.15 0.86 -4.11
H 4.44 1.07 -2.90
H 2.08 -1.15 -4.41
H 0.25 -2.75 -4.56
H -1.08 -3.32 -2.55
H -0.54 -2.25 -0.40
H 0.77 -1.02 0.94
H 2.50 1.19 -0.29
H 1.19 1.26 3.63
H -0.71 -0.18 4.18
H -3.07 -0.69 3.68
H -0.32 1.88 0.45
H -3.35 2.37 -0.31
H -2.45 1.21 -1.29
H -3.98 -0.55 -0.82
H -5.13 0.79 -0.72
H -5.07 0.76 1.68
H -4.77 -0.95 1.39
*
```

Mulliken atomic charge list, values in e, 4 entries: C -1.03; O -0.35; C 0.76; C -0.61

The following is a quantum chemistry calculation of the molecule C19H19NO4, from OMol25.

Values from the calculation:
HOMO-LUMO gap = 9.474 eV
E_HOMO = -8.7 eV
SMILES string = O=C(NC[C@H]1OCCc2ccccc21)[C@@H]1COc2ccccc2O1
ΔE to the lowest compared entry with this formula, charge and spin = 33.8 kcal per mole

```
! RIJCOSX wB97M-V def2-TZVPD def2/J DEFGRID3
* xyz 0 1
O 1.35 3.67 0.20
C 1.49 2.47 0.33
N 0.53 1.57 0.07
C -0.79 1.93 -0.36
C -1.89 1.45 0.64
O -3.09 2.15 0.44
C -3.78 1.75 -0.73
C -4.22 0.29 -0.66
C -3.11 -0.59 -0.17
C -3.19 -1.97 -0.34
C -2.22 -2.80 0.19
C -1.18 -2.27 0.92
C -1.09 -0.90 1.10
C -2.04 -0.05 0.53
C 2.84 1.89 0.79
C 3.76 1.77 -0.43
O 3.28 0.79 -1.33
C 2.96 -0.40 -0.71
C 2.86 -1.55 -1.48
C 2.56 -2.76 -0.88
C 2.38 -2.83 0.49
C 2.46 -1.69 1.26
C 2.73 -0.46 0.67
O 2.74 0.66 1.47
H 0.71 0.58 0.18
H -0.98 1.51 -1.35
H -0.83 3.02 -0.41
H -1.57 1.73 1.65
H -4.65 2.42 -0.79
H -3.16 1.92 -1.62
H -4.57 -0.04 -1.64
H -5.06 0.20 0.04
H -4.02 -2.39 -0.88
H -2.29 -3.87 0.04
H -0.43 -2.91 1.36
H -0.30 -0.49 1.71
H 3.27 2.60 1.50
H 4.77 1.50 -0.09
H 3.79 2.71 -0.98
H 3.02 -1.47 -2.54
H 2.49 -3.65 -1.48
H 2.18 -3.78 0.97
H 2.31 -1.71 2.33
*
```

Mulliken atomic charge list, values in e, 4 entries: O -0.70; C 0.41; N 0.28; C -1.17

The following is a quantum chemistry calculation of a structure of composition C19H20AlN2O3PS3, from OMol25.

Values from the calculation:
⟨S²⟩ = 0.780
HOMO-LUMO gap (spin up / spin down) = 5.079 / 7.896 eV
E_HOMO (spin up / spin down) = -2.4 / -5.2 eV
ΔE to the lowest compared entry with this formula, charge and spin = 3.1 kcal per mole

```
! RIJCOSX wB97M-V def2-TZVPD def2/J DEFGRID3
* xyz -1 2
Al -0.40 1.92 -0.18
C 1.50 -0.81 5.81
C 0.82 -0.03 4.71
O 1.61 -0.13 3.52
P 0.90 -0.15 2.07
S 2.21 -0.31 0.68
S -0.40 1.43 2.07
O -0.13 -1.38 2.18
C 0.36 -2.73 2.04
C -0.19 -3.33 0.77
H 0.95 -0.70 6.74
H 2.52 -0.44 5.96
H 1.56 -1.87 5.55
H 0.73 1.03 4.97
H -0.19 -0.42 4.52
H 0.03 -3.27 2.93
H 1.45 -2.72 2.03
H -1.28 -3.36 0.79
H 0.19 -4.35 0.65
H 0.12 -2.74 -0.09
C 3.00 3.98 -1.88
C 3.07 3.25 -3.07
C 2.19 2.21 -3.30
C 1.23 1.87 -2.34
C 1.15 2.60 -1.13
C 2.05 3.65 -0.93
C 0.28 0.76 -2.52
C 0.23 -0.06 -3.63
C -0.69 -1.09 -3.72
C -1.59 -1.32 -2.64
C -2.53 -2.36 -2.64
C -3.38 -2.56 -1.56
C -3.30 -1.72 -0.46
C -2.38 -0.69 -0.44
C -1.52 -0.46 -1.51
N -0.60 0.57 -1.46
H 3.70 4.79 -1.70
H 3.81 3.50 -3.82
H 2.27 1.66 -4.23
H 2.01 4.21 -0.01
H 0.92 0.12 -4.44
H -0.73 -1.72 -4.60
H -2.58 -3.01 -3.50
H -4.10 -3.37 -1.58
H -3.96 -1.86 0.38
H -2.31 -0.04 0.43
O -4.08 4.22 -0.63
S -2.62 4.23 -0.60
N -1.89 3.02 -0.19
*
```

Mulliken atomic charge list, values in e, 4 entries: Al -0.03; C -1.30; C -0.16; O -0.31

The following is a quantum chemistry calculation of a structure of composition C19H20AuN2O2S, from OMol25.

Values from the calculation:
⟨S²⟩ = 2.011
HOMO-LUMO gap (spin up / spin down) = 7.975 / 5.950 eV
E_HOMO (spin up / spin down) = -11.6 / -11.5 eV
ΔE to the lowest compared entry with this formula, charge and spin = 0.0 kcal per mole

```
! RIJCOSX wB97M-V def2-TZVPD def2/J DEFGRID3
* xyz 1 3
Au -0.94 -1.39 -1.90
N -1.85 1.68 -3.30
C -3.02 1.64 -2.59
C -3.73 -0.01 -2.64
O -4.70 -0.01 -3.32
O -3.05 -0.75 -1.96
H -1.04 1.19 -2.93
H -1.90 1.76 -4.30
H -3.80 2.26 -3.02
H -2.90 1.77 -1.52
C -1.67 2.22 2.55
C -0.41 1.84 3.33
C -0.83 1.20 4.65
C 0.37 3.14 3.62
C 0.48 0.87 2.57
C 1.73 0.51 3.12
C 2.60 -0.35 2.49
C 2.23 -0.88 1.27
S 3.11 -1.95 0.21
C 1.79 -1.89 -0.91
N 0.78 -1.16 -0.51
C 0.98 -0.56 0.71
C 0.12 0.31 1.36
C 1.74 -2.53 -2.20
C 2.82 -3.22 -2.76
C 2.71 -3.74 -4.03
C 1.53 -3.60 -4.74
C 0.44 -2.94 -4.18
C 0.56 -2.40 -2.92
H -2.25 2.93 3.13
H -2.30 1.35 2.36
H -1.42 2.70 1.60
H -1.46 1.90 5.21
H 0.02 0.95 5.27
H -1.41 0.30 4.47
H -0.28 3.83 4.16
H 0.68 3.62 2.69
H 1.25 2.96 4.22
H 2.02 0.93 4.07
H 3.55 -0.60 2.94
H -0.83 0.53 0.89
H 3.74 -3.32 -2.20
H 3.55 -4.25 -4.48
H 1.44 -4.01 -5.74
H -0.48 -2.85 -4.74
*
```

Mulliken atomic charge list, values in e, 4 entries: Au 0.44; N -0.25; C -0.37; C 0.67

The following is a quantum chemistry calculation of a cluster of 13 separate species, C19H20BCl36NO5 in total, from OMol25.

Values from the calculation:
HOMO-LUMO gap = 8.302 eV
E_HOMO = -9.2 eV

```
! RIJCOSX wB97M-V def2-TZVPD def2/J DEFGRID3
* xyz 0 1
C -2.56 1.46 2.52
C -2.97 0.93 1.07
C -2.21 -0.42 0.58
N -3.85 1.51 0.25
C -5.04 1.97 0.98
C -5.08 3.35 1.33
B -3.90 4.40 0.95
O -2.81 4.76 1.81
O -3.97 5.00 -0.37
C -6.44 3.51 2.14
O -6.75 4.52 2.81
O -7.15 2.28 1.97
C -6.32 1.19 1.51
O -6.58 -0.02 1.59
H -1.80 2.31 2.41
H -3.43 1.83 3.16
H -2.11 0.56 3.09
H -2.67 -0.85 -0.36
H -1.11 -0.12 0.47
H -2.26 -1.12 1.49
H -2.23 5.34 1.25
H -4.13 4.23 -0.98
C 1.90 -1.13 0.80
Cl 1.26 -0.80 2.42
Cl 0.90 -2.34 -0.02
Cl 1.98 0.35 -0.15
H 2.90 -1.53 0.90
C -0.66 0.55 6.03
Cl -1.76 -0.29 4.91
Cl 0.63 -0.54 6.55
Cl 0.01 2.00 5.27
H -1.23 0.85 6.90
C 5.15 -2.12 -1.89
Cl 3.50 -1.97 -2.51
Cl 6.07 -0.64 -2.20
Cl 5.13 -2.48 -0.15
H 5.63 -2.94 -2.40
C 0.84 -4.25 -4.55
Cl -0.14 -3.45 -5.78
Cl 2.54 -4.30 -5.04
Cl 0.67 -3.44 -2.98
H 0.49 -5.27 -4.44
C 9.37 0.94 -0.46
Cl 9.57 2.64 -0.01
Cl 7.98 0.24 0.38
Cl 9.19 0.78 -2.21
H 10.26 0.40 -0.15
C 3.69 -2.91 7.33
Cl 3.90 -1.21 7.79
Cl 2.29 -3.60 8.15
Cl 3.53 -3.06 5.58
H 4.58 -3.46 7.65
C -2.78 2.91 -3.56
Cl -2.06 1.70 -2.48
Cl -4.53 2.68 -3.66
Cl -2.40 4.55 -3.00
H -2.36 2.77 -4.55
C -0.03 1.92 -6.62
Cl 0.69 0.71 -5.54
Cl -1.78 1.69 -6.72
Cl 0.36 3.55 -6.06
H 0.40 1.78 -7.61
C 8.36 -1.81 -5.55
Cl 9.13 -3.02 -4.51
Cl 6.61 -2.05 -5.60
Cl 8.76 -0.18 -5.00
H 8.76 -1.93 -6.56
C -2.56 -7.10 -3.42
Cl -3.65 -7.91 -4.55
Cl -1.28 -8.20 -2.89
Cl -1.86 -5.65 -4.16
H -3.13 -6.79 -2.55
C 3.82 3.38 1.87
Cl 2.90 1.95 2.35
Cl 4.22 4.37 3.28
Cl 5.29 2.92 1.00
H 3.20 3.97 1.20
C -9.68 0.04 3.82
Cl -9.09 0.20 5.48
Cl -10.26 -1.60 3.53
Cl -10.96 1.22 3.51
H -8.86 0.25 3.14
*
```

Mulliken atomic charge list, values in e, 4 entries: C 0.14; C 0.39; C -0.82; N -0.28